The following is a quantum chemistry calculation of a molecular structure, C5H11N3O in a non-equilibrium geometry, from the Open Molecules 2025 dataset.

Properties
multiplicity	1
total charge	0
LUMO energy	0.22	eV
largest force on an atom	18.87	eV Å⁻¹
highest occupied orbital energy	-7.735	eV
ΔE to the lowest compared entry with this formula, charge and spin	8.623	eV

Last column: Löwdin charge in e.
Geometry (Å):
C1 0.52532 1.38511 -0.19083  -0.3122
C2 0.40625 0.98001 1.15454  -0.0272
C3 0.13492 -0.19299 0.04571  -0.3373
C4 1.26449 -0.97005 -0.26940  -0.2728
C5 -1.18383 -0.61776 0.13376  -0.6942
H1 -0.34979 2.52140 -1.82333  0.1215
H2 -1.32722 2.04587 -0.27162  0.0782
H3 1.48335 1.54246 -0.45228  0.1035
H4 -0.41705 1.40105 1.72326  0.1130
H5 1.30919 0.90705 1.64148  0.0637
H6 1.06417 -0.54175 -1.65083  0.2324
H7 1.02649 -2.06986 0.00157  0.1075
H8 2.43453 -0.58603 1.21299  0.1835
H9 -2.03389 -2.34558 -0.75120  0.1521
H10 -0.33921 -2.61871 -0.71737  0.2638
H11 -2.84777 -0.63850 0.56212  0.0205
N1 -0.44913 2.23234 -0.79083  0.0565
N2 -1.23711 -1.64584 -0.51129  0.0889
N3 -2.08756 -0.08602 0.82186  0.1555
O1 2.62386 -0.70222 0.13169  -0.0967

Forces on the atoms, in the same order (eV/Å):
C -4.3014 -0.5639 -1.3131
C -1.7914 -0.7131 0.2783
C 3.2145 8.1657 5.0010
C 1.6331 -2.4657 -5.0737
C 1.8259 4.4820 3.4310
H -0.7441 -1.1523 2.6715
H 0.2246 0.6232 -1.5961
H 3.1619 0.1541 -1.6814
H -0.0554 -0.6289 0.0775
H 1.7855 -0.0481 1.3843
H 1.7957 -2.7409 3.0646
H 0.8911 1.2322 -0.9823
H 1.3260 -0.4049 -4.0309
H 0.9203 2.7665 1.3367
H -2.7696 4.8874 1.0025
H -2.5467 -0.7751 0.2609
N 0.4174 0.5357 -0.2642
N -0.9654 -16.7373 -8.6614
N -0.9601 2.5231 0.8589
O -3.0617 0.8601 4.2360


The following is a quantum chemistry calculation of a single C5H11NO3S molecule in a non-equilibrium geometry, from the Open Molecules 2025 dataset.

Properties
multiplicity	1
SMILES	[H]/N=C(\OC)[C@@H](C)S(C)(=O)=O
total charge	0
LUMO energy	0.60	eV
largest force on an atom	5.69	eV Å⁻¹
highest occupied orbital energy	-10.291	eV
ΔE to the lowest compared entry with this formula, charge and spin	2.105	eV

Last column: Löwdin charge in e.
Geometry (Å):
H1 2.15078 1.38590 -1.57538  0.0185
N1 1.45368 1.50052 -0.94443  0.2212
C1 0.88804 0.60974 -0.21495  -0.4222
O1 1.36050 -0.66525 0.08550  -0.0972
C2 2.44801 -1.17572 -0.72673  -0.0567
C3 -0.37416 0.83583 0.49904  -0.3751
C4 -0.89740 2.17694 0.37640  -0.1100
S1 -1.59967 -0.32639 -0.20997  0.7039
C5 -1.60205 -1.86877 0.87093  -0.0992
O2 -2.89278 0.29240 0.04614  -0.3436
O3 -1.30902 -0.70078 -1.56757  -0.3083
H2 2.78969 -2.16032 -0.46117  0.0737
H3 3.33853 -0.50207 -0.43903  0.1173
H4 2.36913 -1.27584 -1.80099  0.0889
H5 -0.40888 0.50632 1.55370  0.1417
H6 -0.76346 2.51815 -0.59046  0.0561
H7 -0.35649 2.89681 1.03382  0.1140
H8 -2.01713 2.27566 0.56981  0.1113
H9 -1.00565 -1.56484 1.77508  0.0643
H10 -2.60980 -2.06526 1.14259  0.0433
H11 -0.96188 -2.69304 0.57769  0.0580

Forces on the atoms, in the same order (eV/Å):
H 2.8048 -1.1960 -1.7098
N -4.6636 -0.3562 3.2347
C 3.5984 0.0851 -1.3690
O -0.3325 -0.4680 -1.3967
C 2.2161 1.9539 1.3802
C -0.7038 -1.7984 1.1160
C -2.1186 2.6784 1.8294
S -2.1338 -1.5274 0.2518
C 2.5615 2.0136 0.9617
O 0.7452 -0.5052 0.1036
O 0.5983 0.1785 0.0519
H -0.6413 -0.4788 1.0044
H -1.0775 -0.9065 -0.9305
H -0.9186 0.8412 -0.3071
H 0.6489 0.0709 -0.4165
H 0.3487 0.7877 -2.0248
H -0.3236 -0.6226 -0.3509
H 1.6249 -0.3906 0.1076
H -0.9946 0.0656 -0.4270
H -0.7507 -0.3002 -0.0646
H -0.4882 -0.1251 -1.0445


The following is a quantum chemistry calculation of a molecular structure, C5H10Mg2O4 in a non-equilibrium geometry, from the Open Molecules 2025 dataset.

Properties
multiplicity	1
total charge	0
LUMO energy	-1.18	eV
largest force on an atom	2.95	eV Å⁻¹
highest occupied orbital energy	-5.401	eV
ΔE to the lowest compared entry with this formula, charge and spin	0.000	eV

Last column: Löwdin charge in e.
Geometry (Å):
O1 3.81553 1.09165 1.27450  -0.3221
C1 4.01277 2.15958 0.42084  -0.3812
C2 2.78142 3.03826 0.25651  -0.1899
O2 1.60196 2.31200 0.45700  -0.2521
C3 0.39960 2.80864 1.03378  -0.1664
C4 -0.52012 1.59845 1.10094  -0.3289
O3 0.13212 0.50582 1.70245  -0.6274
Mg1 2.03076 0.39084 1.18838  0.5965
H1 4.31554 1.83101 -0.59788  0.1022
H2 4.83685 2.82442 0.75121  0.1157
H3 2.79377 3.79028 1.06362  0.1314
H4 3.51754 -1.88185 -0.46232  0.1143
H5 -0.02449 3.60970 0.40980  0.1360
H6 0.62242 3.19873 2.03901  0.1376
H7 -0.81212 1.38783 0.05492  0.1230
H8 -1.43168 1.84117 1.67408  0.1156
C5 2.56720 -1.57638 -0.93294  -0.0024
O4 1.70188 -0.88077 -0.39572  -0.0688
Mg2 -0.74020 -1.17891 2.40389  0.4841
H9 2.24765 -2.26727 -1.73404  0.1086
H10 2.72426 3.35693 -0.91015  0.1743

Forces on the atoms, in the same order (eV/Å):
O -0.4622 -0.4120 0.0718
C 0.6194 -0.5580 -0.4736
C -0.4571 1.5707 -1.8654
O -0.5191 -2.0777 -0.2756
C 0.2083 0.4881 0.2725
C -0.2784 0.2528 -0.1084
O 0.2798 0.0421 -0.0218
Mg -0.1676 0.6592 0.2500
H -0.0231 -0.1121 0.2315
H -0.2297 -0.1792 0.0108
H 0.0833 0.4864 -0.8634
H 0.1394 1.0075 -0.0698
H 0.0640 -0.1611 0.1415
H -0.0516 -0.0072 -0.1656
H -0.0400 -0.1809 0.3046
H 0.2246 0.1597 -0.2920
C -1.9061 -1.5467 1.1652
O 1.8685 -0.3190 -0.9067
Mg 0.1097 -0.1616 0.0715
H 0.1862 0.7110 -0.3874
H 0.3518 0.3380 2.9105


The following is a quantum chemistry calculation of 2 unconnected molecules or ions with the total composition C2H8NO in a non-equilibrium geometry, from the Open Molecules 2025 dataset.

Properties
multiplicity	1
total charge	+1
LUMO energy	-5.04	eV
largest force on an atom	4.60	eV Å⁻¹
highest occupied orbital energy	-16.618	eV
ΔE to the lowest compared entry with this formula, charge and spin	1.212	eV

Last column: Löwdin charge in e.
Geometry (Å):
O1 0.66704 -2.34895 -1.07851  0.0028
H1 1.22282 -2.89021 -0.48774  0.1002
H2 0.97905 -2.70824 -1.84121  0.0174
H3 0.08339 1.85364 2.04328  0.1020
C1 -0.46525 2.04849 1.09000  -0.0395
C2 -0.76011 0.68584 0.44117  -0.0644
N1 0.20291 0.10972 -0.18417  0.1864
H4 0.31590 2.73086 0.47156  0.1539
H5 -1.42356 2.57762 1.20440  0.0849
H6 -1.82897 0.37436 -0.00352  0.2041
H7 1.15739 0.44936 0.04258  0.1699
H8 0.08939 -0.76983 -0.69911  0.0821

Forces on the atoms, in the same order (eV/Å):
O -0.3006 0.4431 3.6240
H -0.5704 0.5009 0.5893
H 0.8620 -1.2045 -4.3584
H -0.8146 0.3302 -0.3484
C 1.0583 0.0458 -0.4531
C -1.1610 1.7738 -3.3018
N 0.2983 0.3192 1.6293
H -1.9931 -1.8648 1.0040
H 0.6710 -0.0539 0.3456
H 2.2060 0.4770 1.9520
H -0.6599 -0.5416 -0.5616
H 0.4040 -0.2252 -0.1209


The following is a quantum chemistry calculation of a gas-phase ion, C5H10NO (charge +1) in a non-equilibrium geometry, from the Open Molecules 2025 dataset.

Properties
multiplicity	1
SMILES	C=C/[N+](=C/O)CC
total charge	+1
LUMO energy	-4.53	eV
largest force on an atom	5.37	eV Å⁻¹
highest occupied orbital energy	-14.328	eV
ΔE to the lowest compared entry with this formula, charge and spin	2.588	eV

Last column: Löwdin charge in e.
Geometry (Å):
C1 2.38638 0.99690 -0.13168  0.0989
C2 1.08573 1.37810 0.19362  -0.0352
N1 -0.37090 0.88994 -0.09536  -0.0052
C3 -1.63201 1.39351 0.16539  -0.0673
O1 -2.71814 0.79541 -0.10255  0.1942
C4 -0.35430 -0.47190 -0.66133  -0.2015
C5 -0.57894 -1.51930 0.43387  -0.0425
H1 2.65620 0.19092 -0.78790  0.0626
H2 3.16882 1.58423 0.30668  0.0725
H3 0.98575 2.23302 0.84968  0.0988
H4 -1.69979 2.37342 0.62471  0.1757
H5 -2.64710 -0.08196 -0.52352  0.1462
H6 -1.08927 -0.56699 -1.46681  0.1275
H7 0.61863 -0.63255 -1.12029  0.1131
H8 0.18495 -1.42131 1.20008  0.0901
H9 -1.55254 -1.42402 0.91311  0.0792
H10 -0.50383 -2.51806 0.01759  0.0929

Forces on the atoms, in the same order (eV/Å):
C -4.5024 0.0905 0.1137
C 0.2505 0.8732 0.5149
N -0.4860 -0.4384 -0.3662
C 5.3725 -0.0114 -0.1222
O -0.7558 -0.3272 -0.1637
C -0.0617 -0.6494 0.1158
C 0.0865 0.1521 -0.1290
H 0.0116 -0.2518 -0.1081
H 0.0918 0.2507 0.1605
H 0.0681 0.0356 0.0007
H -0.1683 -0.0298 -0.0205
H 0.1392 0.1703 0.1045
H 0.0948 0.1047 -0.0665
H -0.1254 0.1211 -0.0681
H 0.0512 0.0275 0.0905
H -0.0420 -0.0084 0.0436
H -0.0247 -0.1094 -0.0999


The following is a quantum chemistry calculation of a molecular structure, C33H49FMnN4O3Si2, from the Open Molecules 2025 dataset.

Properties
multiplicity	2
total charge	+2
LUMO energy (spin up / spin down)	-5.26 / -5.21	eV
largest force on an atom	0.67	eV Å⁻¹
highest occupied orbital energy (spin up / spin down)	-13.144 / -13.118	eV
⟨S²⟩	0.8667

Last column: Mulliken spin population.
Geometry (Å):
Mn1 -0.66379 -1.08091 -0.29510  1.3164
C1 0.39474 1.51130 -4.38763  -0.0028
Si1 -0.36917 0.10790 -3.41559  -0.0076
C2 0.95498 -1.21246 -3.26175  -0.0006
C3 -1.82391 -0.49494 -4.42646  0.0017
C4 -0.80040 0.61913 -1.62991  -0.1185
C5 0.47761 1.10006 -1.01164  0.0118
C6 1.26982 2.23021 -1.21353  0.0033
C7 2.45278 2.32898 -0.50436  0.0001
C8 2.83822 1.31802 0.37830  -0.0014
C9 2.00261 0.23532 0.53990  -0.0107
N1 0.85297 0.16806 -0.13527  -0.0290
Si2 -2.16133 1.91631 -1.35859  -0.0035
C10 -3.92740 1.35045 -1.64155  0.0018
C11 -1.93108 3.36444 -2.52425  -0.0001
C12 -2.01791 2.54530 0.40297  0.0059
H1 0.68971 1.09509 -5.35617  -0.0001
H2 1.29926 1.91592 -3.93252  -0.0002
H3 -0.29592 2.33222 -4.58621  0.0005
H4 1.13507 -1.67985 -4.23366  -0.0001
H5 0.71867 -2.01972 -2.56324  -0.0006
H6 1.90047 -0.76723 -2.93723  -0.0008
H7 -1.51547 -0.47040 -5.47563  0.0002
H8 -2.70023 0.15208 -4.33841  -0.0001
H9 -2.12677 -1.52119 -4.21336  -0.0003
H10 0.97636 2.99866 -1.91176  0.0001
H11 3.09182 3.19141 -0.64617  -0.0004
H12 3.77247 1.37230 0.91744  -0.0001
H13 2.24466 -0.59504 1.19197  -0.0005
H14 -4.06092 0.75807 -2.54903  0.0001
H15 -4.52664 2.25865 -1.76081  -0.0001
H16 -4.35805 0.79220 -0.80879  -0.0010
H17 -2.23307 3.10474 -3.54199  0.0004
H18 -0.91827 3.76433 -2.56647  -0.0006
H19 -2.58680 4.17408 -2.18986  0.0001
H20 -2.03804 1.72902 1.12714  -0.0021
H21 -2.84414 3.22681 0.62473  0.0004
H22 -1.08927 3.10306 0.55440  -0.0001
F1 -4.97285 1.10903 4.44096  -0.0001
C13 -3.98682 0.20377 4.57693  0.0009
C14 -3.19694 -0.07978 3.50455  -0.0048
C15 -2.20958 -1.06568 3.61348  -0.0103
C16 -1.35929 -1.37033 2.47801  0.0068
O1 -1.53582 -0.71369 1.40246  0.0019
C17 -0.37400 -2.35775 2.66488  0.0002
C18 -0.26553 -2.96946 3.88861  -0.0004
N2 -1.07037 -2.72799 4.92741  0.0000
C19 -0.85395 -3.42817 6.18485  0.0001
C20 -1.87301 -4.43193 6.63892  -0.0001
C21 -0.52919 -4.88605 6.15326  0.0002
C22 -2.05311 -1.74930 4.82576  -0.0010
C23 -2.85588 -1.41192 5.92279  0.0001
C24 -3.82480 -0.43372 5.81988  0.0004
N3 -4.61384 -0.11591 6.95212  0.0000
C25 -5.54847 -1.12024 7.42825  0.0001
C26 -5.79894 -0.93222 8.91306  0.0000
N4 -6.29216 0.47069 9.15296  0.0000
C27 -5.33879 1.50136 8.60375  0.0000
C28 -5.12095 1.23587 7.12464  0.0001
C29 0.64569 -2.77327 1.62681  0.0073
O2 1.59804 -3.42309 1.98875  -0.0007
O3 0.39022 -2.44751 0.38781  0.0135
H23 -3.34124 0.43884 2.56605  -0.0002
H24 0.52479 -3.69371 4.03514  -0.0002
H25 -0.36512 -2.81306 6.92911  0.0000
H26 -2.71072 -4.60999 5.97719  0.0000
H27 -2.09384 -4.48699 7.69575  0.0000
H28 -0.49723 -5.38356 5.19354  0.0000
H29 0.19513 -5.24049 6.87153  0.0000
H30 -2.70558 -1.89745 6.87690  0.0000
H31 -5.14034 -2.11611 7.26933  0.0000
H32 -6.50690 -1.07079 6.88663  0.0000
H33 -4.87958 -1.04205 9.48415  0.0000
H34 -6.55103 -1.62310 9.28784  0.0000
H35 -6.43535 0.62504 10.15230  0.0000
H36 -7.20546 0.58742 8.70631  0.0000
H37 -4.41191 1.40656 9.16523  0.0000
H38 -5.77458 2.48351 8.77404  0.0000
H39 -4.39387 1.95661 6.75864  0.0000
H40 -6.05788 1.41230 6.57966  0.0000
C30 -1.64185 -3.71696 -1.82500  -0.0075
C31 -2.42064 -2.84819 -0.84079  0.0003
C32 -3.90710 -3.25399 -0.82642  -0.0152
C33 -2.41362 -1.35078 -1.17897  -0.1644
H41 -1.74713 -4.76872 -1.55699  0.0005
H42 -0.57480 -3.49706 -1.82869  0.0042
H43 -2.03126 -3.58581 -2.83714  0.0003
H44 -2.04617 -3.02927 0.17603  -0.0011
H45 -4.35221 -3.08159 -1.80781  -0.0015
H46 -4.47377 -2.68670 -0.08646  0.0019
H47 -3.99384 -4.31580 -0.59374  -0.0060
H48 -3.08413 -0.80100 -0.52655  0.0045
H49 -2.64391 -1.14419 -2.21368  0.0085

Forces on the atoms, in the same order (eV/Å):
Mn -0.0597 -0.6609 -0.0848
C 0.0130 0.0466 -0.0112
Si 0.0787 -0.0760 -0.1188
C 0.0291 0.0250 0.0041
C -0.0391 -0.0434 -0.0353
C -0.0059 0.1702 0.2038
C -0.0818 -0.0416 0.0212
C -0.0838 -0.0875 0.0095
C 0.0668 -0.0765 0.0987
C -0.0388 0.1033 -0.1084
C 0.0544 -0.0442 0.1082
N -0.0548 0.1104 0.0024
Si -0.1215 0.1425 0.0053
C -0.0695 -0.0123 -0.0333
C -0.0050 0.0177 -0.0313
C 0.0443 0.0548 0.0143
H -0.0104 0.0146 0.0182
H -0.0171 -0.0048 -0.0057
H 0.0310 -0.0328 0.0219
H -0.0144 -0.0082 0.0405
H 0.0142 -0.0452 0.0167
H -0.0415 -0.0245 0.0096
H -0.0196 0.0026 0.0262
H 0.0221 -0.0155 -0.0031
H 0.0015 0.0252 0.0118
H -0.0187 -0.0136 -0.0010
H -0.0056 -0.0139 0.0087
H -0.0112 -0.0140 0.0044
H -0.0033 0.0318 -0.0119
H -0.0011 0.0330 0.0324
H 0.0190 -0.0330 -0.0029
H 0.0147 0.0320 -0.0146
H 0.0133 0.0125 0.0208
H -0.0171 0.0052 -0.0001
H 0.0124 -0.0196 -0.0209
H 0.0124 -0.0111 0.0044
H 0.0158 -0.0350 -0.0189
H -0.0297 -0.0377 0.0035
F 0.0121 0.0033 0.0098
C -0.0590 0.0154 -0.0003
C -0.0012 0.0313 -0.0434
C 0.0071 0.0056 0.0329
C 0.0757 0.1061 -0.2782
O 0.0675 -0.0324 -0.2178
C 0.0937 0.0913 -0.1228
C -0.0246 0.0229 0.0843
N 0.0205 -0.0283 0.0370
C -0.0161 0.0398 -0.0209
C -0.0200 0.0021 -0.0277
C 0.0089 -0.0264 -0.0143
C 0.0036 -0.0368 -0.0017
C -0.0016 -0.0080 0.0791
C -0.0517 -0.0312 -0.0116
N 0.0630 0.0532 0.0644
C -0.0182 0.0407 -0.0501
C 0.0050 -0.0297 -0.0468
N 0.0240 0.0017 0.0385
C 0.0237 0.0110 -0.0787
C -0.0017 -0.0663 0.0329
C -0.0922 -0.2586 0.0884
O 0.0681 0.0259 -0.1311
O 0.0882 0.2405 0.1989
H -0.0130 -0.0097 0.0231
H -0.0133 -0.0047 0.0045
H 0.0104 0.0156 0.0087
H -0.0025 -0.0018 0.0192
H 0.0033 0.0016 -0.0052
H 0.0049 0.0065 0.0203
H -0.0038 -0.0028 -0.0080
H 0.0088 0.0105 -0.0277
H 0.0002 -0.0127 0.0227
H 0.0022 -0.0111 -0.0239
H 0.0126 0.0185 0.0213
H -0.0229 0.0134 0.0163
H -0.0093 -0.0028 0.0008
H -0.0056 0.0041 -0.0020
H -0.0011 -0.0268 0.0307
H -0.0182 0.0017 0.0197
H 0.0137 0.0226 -0.0109
H -0.0128 -0.0159 -0.0164
C -0.0378 0.0193 0.0394
C 0.1071 0.0205 -0.0647
C 0.0107 0.0428 0.0620
C -0.0698 0.3635 0.1940
H -0.0090 0.0084 -0.0319
H -0.0182 -0.0157 -0.0007
H 0.0285 -0.0047 0.0133
H 0.0459 -0.0008 -0.0053
H -0.0017 -0.0074 0.0251
H 0.0074 -0.0149 -0.0199
H -0.0013 -0.0017 -0.0021
H -0.0772 0.0116 -0.0593
H 0.0937 -0.0766 -0.0481